{
  "formula": "C6H9FeNS",
  "method": "wB97M-V/def2-TZVPD",
  "fmax_ev_per_a": 2.644,
  "s2": 6.017,
  "spin_multiplicity": 5,
  "energy_ha": -1950.5864,
  "homo_ev": [-7.69, -8.31],
  "orbital_gap_ha": [0.295, 0.309],
  "charge": 0,
  "lumo_ev": [0.4, 0.1],
  "elements": ["Fe", "C", "H", "H", "H", "H", "H", "S", "C", "C", "C", "C", "C", "N", "H", "H", "H", "H"],
  "coordinates": [[-0.51047, 0.07838, -1.40431], [-0.17395, 0.88626, -3.70806], [-0.38375, 1.93987, -3.48410], [0.76542, 0.85678, -4.27857], [-0.95438, 0.53372, -4.40608], [-0.14593, 0.01161, -2.93819], [-0.07136, -1.25819, -2.13428], [-1.92166, 1.01766, 0.01028], [-0.77261, 0.31218, 1.08572], [-0.93162, 0.22002, 2.47747], [0.05948, -0.33977, 3.27364], [1.16743, -0.87109, 2.63233], [1.28953, -0.81325, 1.23475], [0.35810, -0.19685, 0.46633], [-1.83588, 0.61669, 2.89265], [-0.02684, -0.35983, 4.35040], [1.94754, -1.33613, 3.18448], [2.14096, -1.29806, 0.74553]]
}

{
  "formula": "C2H2N2O2",
  "method": "wB97M-V/def2-TZVPD",
  "fmax_ev_per_a": 1.433,
  "relative_energy_kj_mol": 491.2,
  "energy_ha": -337.2374,
  "homo_ev": -10.06,
  "orbital_gap_ha": 0.374,
  "smiles": "OC1=NO1.C#N",
  "charge": 0,
  "lumo_ev": 0.1,
  "elements": ["O", "C", "N", "O", "C", "N", "H", "H"],
  "coordinates": [[-0.81717, 1.05796, -1.01680], [0.29312, 0.44815, -0.66295], [1.25309, -0.23725, -1.08307], [1.04490, 0.55702, 0.40321], [-0.35771, -1.10892, 1.40716], [-1.06257, -1.19351, 0.49702], [-0.61274, 1.54973, -1.82267], [0.25907, -1.07318, 2.27810]]
}

{
  "formula": "C25H43Si4",
  "method": "wB97M-V/def2-TZVPD",
  "fmax_ev_per_a": 1.387,
  "relative_energy_kj_mol": 14.3,
  "energy_ha": -2136.1651,
  "homo_ev": -10.21,
  "orbital_gap_ha": 0.159,
  "charge": 1,
  "lumo_ev": -5.9,
  "elements": ["C", "Si", "C", "C", "Si", "Si", "C", "C", "C", "C", "C", "C", "Si", "C", "C", "C", "H", "H", "H", "H", "H", "H", "H", "H", "H", "H", "H", "H", "H", "H", "H", "H", "H", "H", "H", "H", "H", "H", "H", "H", "H", "H", "H", "H", "H", "H", "H", "H", "C", "C", "C", "C", "C", "C", "C", "C", "C", "C", "C", "C", "C", "H", "H", "H", "H", "H", "H", "H", "H", "H", "H", "H"],
  "coordinates": [[-2.81057, 0.57501, 4.39799], [-2.87547, 0.57158, 2.51184], [-3.82390, -0.95977, 1.94327], [-3.81891, 2.10472, 1.93968], [-0.72065, 0.55858, 1.53127], [0.39734, -1.33988, 2.32429], [0.47044, -1.36027, 4.21249], [-0.50925, -2.86003, 1.67137], [2.14529, -1.35932, 1.61811], [-0.73831, 0.49350, -0.38653], [-2.06761, 0.51366, -1.09291], [0.41406, 0.47799, -1.09981], [0.39138, 2.46146, 2.35094], [0.46798, 2.49255, 4.23690], [2.14331, 2.48267, 1.65623], [-0.52158, 3.99120, 1.73385], [-3.85366, 0.57505, 4.74988], [-2.32210, -0.31051, 4.82099], [-2.32349, 1.46240, 4.81849], [-4.83616, -0.88819, 2.37013], [-3.93052, -1.02390, 0.85270], [-3.37956, -1.89911, 2.29447], [-4.83311, 2.03622, 2.36236], [-3.37477, 3.04418, 2.29053], [-3.91995, 2.16592, 0.84831], [1.01687, -2.27329, 4.49579], [1.01197, -0.50518, 4.63686], [-0.51753, -1.40513, 4.68725], [0.07748, -3.74395, 1.96547], [-1.51968, -2.97334, 2.08351], [-0.58629, -2.86201, 0.57513], [2.62400, -2.28472, 1.97395], [2.15165, -1.37969, 0.52022], [2.76046, -0.51341, 1.94949], [-1.87467, 0.49435, -2.17622], [-2.67518, -0.37101, -0.84077], [-2.67088, 1.40849, -0.85778], [0.38961, 0.56366, -2.18536], [1.39984, 0.44908, -0.63734], [1.01473, 3.40741, 4.51285], [-0.51842, 2.54150, 4.71328], [1.01064, 1.64079, 4.66473], [2.61132, 3.41943, 1.99519], [2.76618, 1.64979, 2.00476], [2.15328, 2.48139, 0.55852], [0.08058, 4.86952, 2.01153], [-0.62571, 3.98876, 0.64047], [-1.52055, 4.11453, 2.16928], [0.64706, -0.71150, -4.16987], [1.78533, 0.03994, -4.57834], [1.55140, 1.11345, -5.50382], [2.57138, 1.96525, -5.89714], [3.87809, 1.77961, -5.41097], [4.14096, 0.70440, -4.55110], [3.12590, -0.15425, -4.13559], [0.51740, -1.96953, -3.52013], [-0.79325, -2.55278, -3.51443], [-1.05896, -3.72075, -2.81943], [-0.03723, -4.36153, -2.09693], [1.26140, -3.83508, -2.12982], [1.55231, -2.68120, -2.85051], [-0.28933, -0.33735, -4.59061], [0.53068, 1.26006, -5.87116], [2.35327, 2.79350, -6.57373], [4.68215, 2.44954, -5.72021], [5.15345, 0.54160, -4.17798], [3.36440, -0.94805, -3.43364], [-1.58924, -2.03893, -4.06263], [-2.06953, -4.13227, -2.81959], [-0.24475, -5.28148, -1.54574], [2.06288, -4.32779, -1.57694], [2.57433, -2.31754, -2.86733]]
}

{
  "formula": "C42H39As2N5V",
  "method": "wB97M-V/def2-TZVPD",
  "fmax_ev_per_a": 2.500,
  "relative_energy_kj_mol": 0.0,
  "s2": 2.022,
  "spin_multiplicity": 3,
  "energy_ha": -7312.3872,
  "homo_ev": [-16.34, -16.34],
  "orbital_gap_ha": [0.241, 0.271],
  "charge": 3,
  "lumo_ev": [-9.8, -9.0],
  "elements": ["V", "C", "N", "C", "C", "N", "C", "C", "C", "C", "C", "C", "N", "C", "N", "C", "C", "C", "C", "C", "C", "N", "H", "H", "H", "H", "H", "H", "H", "H", "H", "H", "H", "H", "H", "H", "H", "C", "C", "As", "C", "C", "C", "C", "C", "C", "C", "C", "C", "C", "C", "C", "As", "C", "C", "C", "C", "C", "C", "C", "C", "C", "C", "C", "C", "H", "H", "H", "H", "H", "H", "H", "H", "H", "H", "H", "H", "H", "H", "H", "H", "H", "H", "H", "H", "H", "H", "H", "H"],
  "coordinates": [[-0.33024, 0.75851, 0.32969], [-1.22224, 2.21911, 2.91069], [-0.36794, 2.56881, 1.76999], [-0.78784, 3.71851, 0.96579], [-1.45944, 3.22371, -0.27371], [-1.23914, 2.00331, -0.76191], [-2.00384, 1.89491, -1.91021], [-2.18634, 0.83991, -2.80051], [-3.03404, 1.05151, -3.87121], [-3.69594, 2.26841, -4.05611], [-3.54164, 3.32201, -3.17461], [-2.68564, 3.11611, -2.10301], [-2.31444, 3.91381, -1.03461], [-1.84464, 0.87951, 2.68279], [-1.76944, 0.26461, 1.51039], [-2.58674, -0.84449, 1.59339], [-2.95734, -1.76849, 0.62149], [-3.78824, -2.79889, 1.02269], [-4.25874, -2.88949, 2.33669], [-3.95194, -1.93959, 3.29409], [-3.10994, -0.91069, 2.90059], [-2.61324, 0.20641, 3.55099], [-2.03774, 2.94911, 3.03169], [-0.64714, 2.21911, 3.84609], [0.58056, 2.72531, 2.11349], [0.09366, 4.30931, 0.67319], [-1.45404, 4.39841, 1.51489], [-1.69584, -0.11639, -2.65241], [-3.19484, 0.25871, -4.58611], [-4.35504, 2.38141, -4.90121], [-4.06834, 4.25201, -3.31351], [-2.61254, 4.86931, -0.89481], [-2.65984, -1.63219, -0.41531], [-4.09944, -3.53929, 0.30239], [-4.90684, -3.70989, 2.60319], [-4.36914, -1.98869, 4.28659], [-2.81764, 0.45831, 4.50769], [2.05246, -1.84959, -0.61341], [2.95646, -0.74169, -0.09031], [2.08996, 1.02551, -0.24101], [2.16566, 1.25971, -2.17801], [1.27586, 0.52501, -2.95771], [1.36666, 0.56391, -4.33771], [2.34826, 1.33561, -4.94111], [3.22506, 2.07981, -4.16811], [3.12896, 2.05851, -2.78511], [3.50526, 2.16261, 0.50159], [4.84006, 1.89381, 0.19029], [5.85076, 2.66271, 0.74189], [5.54836, 3.69431, 1.61749], [4.22766, 3.97471, 1.92739], [3.21456, 3.21501, 1.36699], [0.15226, -1.66799, -0.08721], [-0.40174, -3.36779, -0.91841], [0.21366, -4.52059, -0.42671], [-0.05514, -5.74849, -1.00491], [-0.90724, -5.83229, -2.09451], [-1.49514, -4.68599, -2.60521], [-1.25004, -3.45259, -2.01691], [0.19596, -2.03499, 1.82719], [-0.43284, -3.13919, 2.39669], [-0.42704, -3.31899, 3.77019], [0.19066, -2.38969, 4.59269], [0.79856, -1.27279, 4.03909], [0.79536, -1.09309, 2.66549], [2.40406, -2.83509, -0.27441], [2.06086, -1.86679, -1.71551], [3.89486, -0.72989, -0.66291], [3.21766, -0.91279, 0.96399], [0.51556, -0.09839, -2.47521], [0.68106, -0.01149, -4.94071], [2.42876, 1.35611, -6.01601], [3.99046, 2.67641, -4.63961], [3.81146, 2.64881, -2.18151], [5.09256, 1.09401, -0.49811], [6.87826, 2.45191, 0.48729], [6.33896, 4.28201, 2.05479], [3.98536, 4.78131, 2.60229], [2.17896, 3.45981, 1.59709], [0.90366, -4.46029, 0.41049], [0.40996, -6.63679, -0.60531], [-1.10164, -6.79009, -2.55091], [-2.14234, -4.75089, -3.46531], [-1.71864, -2.55939, -2.42421], [-0.92394, -3.86729, 1.75859], [-0.89684, -4.19029, 4.19909], [0.21056, -2.53739, 5.66079], [1.29376, -0.55829, 4.67989], [1.30666, -0.21269, 2.24559]]
}